1.
Density functional theory data (ωB97M-V/def2-TZVPD) for 13 unconnected molecules or ions with the total composition C92H207N13O13.

```
325
Properties=species:S:1:pos:R:3:forces:R:3
C 2.751 1.835 -7.080 1.64 0.72 0.53
C 1.385 1.241 -6.814 0.77 -0.73 0.64
C 1.238 -0.132 -7.472 1.40 -1.22 -0.26
C 1.993 -1.288 -6.761 -0.03 1.06 1.58
C 1.461 -1.366 -5.321 0.23 1.31 -0.05
C 1.708 0.014 -4.614 0.66 -1.35 -0.22
N 1.161 1.090 -5.386 -1.49 0.93 0.54
O 1.391 2.341 -4.674 -0.28 -1.31 -0.90
C 0.965 -0.070 -3.314 -0.05 -0.22 0.72
C 3.232 0.080 -4.349 -0.96 0.52 2.23
C 0.387 2.146 -7.414 -0.88 1.84 -0.46
H 3.005 2.802 -6.578 -0.90 -0.58 -0.18
H 2.936 2.029 -8.120 -0.03 -0.12 -0.66
H 3.551 1.196 -6.717 0.05 -0.34 -0.22
H 0.217 -0.500 -7.478 -0.45 0.49 -0.06
H 1.582 -0.061 -8.525 -0.27 0.07 0.49
H 3.081 -1.219 -6.682 -0.05 0.29 -0.54
H 1.771 -2.216 -7.192 -0.26 -1.32 -1.15
H 1.926 -2.147 -4.682 -0.26 0.33 -0.55
H 0.381 -1.507 -5.355 -0.08 -0.26 0.08
H 1.454 -0.882 -2.745 -0.47 0.51 0.29
H 0.884 0.868 -2.775 0.68 0.12 0.26
H -0.074 -0.311 -3.479 -0.26 -0.42 -0.25
H 3.550 1.041 -3.885 -0.12 -0.44 -0.27
H 3.419 -0.697 -3.581 0.33 0.33 -0.54
H 3.786 -0.082 -5.222 0.97 -0.33 -0.99
H 0.722 2.287 -8.447 -0.50 -0.02 -0.13
H 0.510 3.152 -6.950 -0.46 -0.60 -0.18
H -0.677 1.814 -7.385 0.82 0.13 0.12
H 2.328 2.293 -4.421 -0.02 0.68 0.20
C -8.206 0.914 3.222 0.03 -0.71 0.29
C -6.827 0.302 2.727 0.03 0.41 2.21
C -5.740 1.359 2.839 -0.21 0.31 -0.89
C -5.205 1.664 4.207 -1.48 0.44 0.97
C -4.957 0.355 4.922 2.17 -0.84 0.08
C -6.066 -0.694 4.937 -0.36 1.10 -0.11
N -6.373 -0.884 3.507 -0.57 -0.42 0.67
O -7.468 -1.795 3.446 -0.26 -0.62 0.14
C -5.530 -1.979 5.592 1.13 0.87 -0.12
C -7.200 -0.176 5.821 -0.74 0.19 0.52
C -6.842 -0.221 1.344 -0.54 0.03 -1.43
H -8.887 0.189 3.715 0.58 0.12 -0.60
H -8.737 1.346 2.396 -0.24 0.07 -0.71
H -8.136 1.731 3.946 0.57 -0.06 -0.18
H -4.938 1.112 2.167 0.75 -0.68 -0.08
H -6.119 2.226 2.325 -0.43 0.79 0.10
H -5.890 2.321 4.782 -0.03 -0.43 -0.23
H -4.334 2.286 4.103 0.76 -0.05 0.08
H -4.499 0.406 5.923 -0.43 0.51 -0.07
H -4.134 -0.105 4.341 -0.12 -0.09 -0.02
H -6.171 -2.831 5.631 -0.88 -0.37 -0.30
H -4.612 -2.287 5.063 -0.17 0.07 0.37
H -5.304 -1.722 6.642 0.18 -0.15 -0.47
H -7.633 0.819 5.602 0.37 -0.78 -0.22
H -7.998 -0.922 5.913 -0.04 0.22 -0.19
H -6.795 -0.055 6.820 0.19 -0.10 0.32
H -6.903 0.580 0.620 -0.46 0.38 -0.23
H -7.670 -0.915 1.209 0.01 0.04 -0.25
H -5.905 -0.705 1.095 0.19 -0.36 0.26
H -7.176 -2.486 2.837 0.20 -0.06 -0.02
C 0.846 9.063 2.718 0.70 0.04 0.25
C 0.246 7.919 1.906 0.58 -1.16 0.43
C 1.378 7.009 1.263 0.11 1.26 0.54
C 0.892 5.632 0.780 -0.13 0.86 0.17
C 0.107 4.963 1.903 0.40 -0.85 -0.36
C -0.969 5.786 2.560 -1.22 0.28 1.37
N -0.384 7.101 2.960 -0.98 -0.48 -0.56
O -1.463 7.904 3.519 0.71 -0.46 0.41
C -2.286 5.888 1.779 -0.73 1.93 -0.93
C -1.346 5.066 3.863 0.40 0.44 1.07
C -0.694 8.327 0.782 -1.96 0.49 -0.47
H 1.324 8.695 3.662 -0.25 0.08 -0.96
H 0.170 9.852 3.018 -0.62 -0.09 -0.10
H 1.578 9.564 2.117 0.78 0.32 -0.33
H 1.781 7.709 0.500 0.02 -0.90 -0.05
H 2.188 6.861 1.995 -0.25 0.11 0.02
H 1.719 4.981 0.498 0.21 0.18 0.08
H 0.308 5.756 -0.128 -0.33 -0.13 -0.10
H 0.796 4.637 2.704 -0.01 0.23 -0.26
H -0.348 4.025 1.539 0.05 0.44 0.06
H -2.055 6.097 0.727 -0.40 -0.50 0.05
H -2.991 5.061 1.856 0.52 -0.48 0.05
H -2.926 6.778 2.094 1.10 -1.01 -0.08
H -2.269 5.471 4.307 0.12 -0.27 -0.39
H -1.439 3.992 3.673 -0.14 0.13 0.13
H -0.574 5.243 4.647 -0.20 -0.33 -0.60
H -0.954 7.449 0.164 0.38 0.55 0.18
H -0.383 9.124 0.074 0.45 -0.41 0.64
H -1.693 8.678 1.172 1.06 -0.25 -0.11
H -1.107 8.051 4.407 -0.36 0.10 -0.20
C -0.226 5.660 -5.281 -0.24 -0.02 0.67
C -1.022 6.073 -4.025 0.27 0.42 1.00
C -2.228 6.895 -4.541 0.55 0.61 1.22
C -3.338 6.074 -5.118 0.19 -0.65 -0.66
C -3.681 5.039 -4.032 -0.96 -0.17 -0.33
C -2.628 4.115 -3.457 2.65 -0.85 -0.09
N -1.446 4.963 -3.115 0.17 -0.23 -0.20
O -0.270 4.168 -2.740 -1.14 0.05 -0.63
C -3.111 3.516 -2.121 -0.57 0.15 -0.88
C -2.204 2.924 -4.434 -0.52 1.23 1.05
C -0.207 6.960 -3.028 -0.39 -0.14 -1.26
H 0.172 6.550 -5.785 0.02 -0.30 0.14
H -0.938 5.169 -5.923 -0.12 -0.10 -0.65
H 0.549 4.926 -5.083 0.31 0.11 0.12
H -2.645 7.497 -3.706 0.20 -0.35 -0.23
H -1.755 7.613 -5.200 -0.25 0.26 -0.47
H -3.089 5.654 -6.126 0.06 -0.13 0.89
H -4.224 6.685 -5.341 0.15 -0.08 0.34
H -4.409 4.336 -4.470 -0.44 0.50 0.63
H -4.043 5.619 -3.149 -0.33 -0.50 -0.75
H -4.013 2.901 -2.313 0.49 0.18 0.39
H -2.342 2.985 -1.587 0.38 -0.72 -0.29
H -3.314 4.322 -1.442 -0.63 0.58 0.23
H -1.567 3.300 -5.211 0.44 0.14 -0.43
H -1.658 2.132 -3.888 -0.58 0.14 -0.35
H -3.116 2.603 -4.925 -0.07 -0.69 0.07
H -0.838 7.324 -2.236 -0.49 -0.06 0.32
H 0.222 7.847 -3.489 0.33 -0.08 -0.27
H 0.529 6.311 -2.596 0.74 0.00 0.25
H -0.178 3.443 -3.400 0.06 0.49 0.19
C 5.295 -2.365 -1.094 -0.85 1.01 0.18
C 5.707 -1.104 -0.271 0.58 -1.25 0.00
C 6.150 -1.637 1.118 -0.24 0.20 -0.46
C 7.533 -2.290 1.115 -0.74 0.47 0.16
C 8.556 -1.302 0.581 -0.07 0.24 0.82
C 8.228 -0.874 -0.838 -0.34 0.95 -0.52
N 6.806 -0.291 -0.901 0.23 -0.78 0.56
O 6.437 -0.190 -2.284 0.03 1.09 -0.11
C 9.178 0.268 -1.277 -0.51 -0.37 0.28
C 8.410 -2.069 -1.720 0.41 -0.34 -1.81
C 4.497 -0.211 -0.109 0.43 1.27 -0.64
H 4.314 -2.698 -0.733 0.23 -0.17 0.23
H 6.018 -3.136 -0.993 0.41 -0.79 0.14
H 5.137 -2.186 -2.148 0.20 0.34 -0.30
H 6.149 -0.778 1.794 0.11 -0.09 0.25
H 5.379 -2.355 1.461 0.31 0.40 -0.09
H 7.524 -3.244 0.571 0.07 0.28 0.12
H 7.767 -2.517 2.141 0.24 -0.31 0.49
H 9.531 -1.786 0.639 0.21 0.11 -0.45
H 8.642 -0.431 1.266 -0.32 -0.31 -0.37
H 9.104 1.029 -0.508 -0.12 0.57 -0.28
H 10.207 -0.034 -1.299 0.63 -0.62 0.32
H 9.030 0.622 -2.298 -0.61 0.21 0.20
H 8.036 -2.990 -1.294 -0.03 -0.12 -0.08
H 7.966 -1.913 -2.717 -0.18 -0.08 0.45
H 9.470 -2.201 -1.961 0.02 -0.09 0.38
H 4.786 0.795 0.291 -0.23 -0.92 0.07
H 3.702 -0.686 0.462 0.13 0.05 0.03
H 4.144 0.048 -1.113 -0.38 -0.24 0.03
H 6.180 0.752 -2.403 0.41 -0.90 0.24
C -1.711 -9.929 -1.020 0.14 0.12 0.36
C -1.420 -8.463 -0.555 0.57 -0.69 0.16
C -1.721 -8.381 0.951 -0.90 0.81 -0.84
C -1.185 -7.076 1.530 -0.42 0.27 0.67
C 0.322 -6.960 1.412 -0.16 -0.82 -0.17
C 0.791 -7.162 -0.064 -1.82 0.49 1.27
N 0.044 -8.298 -0.639 1.06 0.13 -1.03
O 0.462 -8.192 -2.053 -0.88 -1.05 0.77
C 0.523 -5.867 -0.839 1.11 0.47 -0.12
C 2.242 -7.536 -0.039 1.75 0.09 -0.92
C -2.202 -7.420 -1.323 -0.60 0.20 -0.58
H -2.650 -10.314 -0.634 -0.34 0.26 0.13
H -0.952 -10.605 -0.633 0.24 0.14 0.33
H -1.727 -10.144 -2.079 -0.04 0.57 -0.54
H -2.826 -8.490 1.012 0.58 0.22 0.36
H -1.270 -9.207 1.467 0.27 -0.55 0.24
H -1.458 -7.004 2.592 -0.01 -0.03 -0.13
H -1.603 -6.172 1.074 -0.32 -0.31 -0.09
H 0.787 -7.680 2.102 0.06 -0.06 -0.38
H 0.584 -5.980 1.791 0.42 0.30 -0.19
H -0.489 -5.429 -0.780 0.60 -0.38 0.07
H 1.253 -5.136 -0.474 -0.26 0.15 0.11
H 0.828 -6.036 -1.872 -0.43 0.16 -0.08
H 2.754 -7.616 -1.039 -0.78 0.38 0.77
H 2.805 -6.803 0.558 -0.13 -0.13 -0.18
H 2.403 -8.512 0.408 -0.26 -0.13 0.29
H -3.269 -7.597 -1.345 -0.40 -0.63 0.13
H -1.906 -7.354 -2.370 0.27 0.01 0.10
H -2.152 -6.438 -0.878 0.34 0.24 0.05
H 0.528 -9.134 -2.219 0.29 -0.18 -0.57
C 0.807 -1.995 0.155 -1.44 0.24 -1.40
C 0.146 -1.671 1.508 1.24 0.05 -0.86
C 1.244 -1.097 2.342 1.32 -0.44 1.57
C 1.621 0.326 2.025 1.50 0.05 0.39
C 0.450 1.243 1.997 -0.45 0.68 -0.60
C -0.764 0.711 1.198 0.66 -0.77 2.97
N -0.981 -0.758 1.642 -0.88 1.83 -1.82
O -2.051 -1.198 0.757 1.08 0.22 0.24
C -1.977 1.519 1.675 -0.13 -0.60 -0.76
C -0.568 0.926 -0.239 1.14 1.01 -2.21
C -0.272 -2.977 2.051 -1.13 -2.45 -0.13
H 1.577 -1.302 -0.086 1.21 0.30 0.10
H 0.156 -1.807 -0.723 -0.27 -0.70 0.51
H 1.149 -3.047 0.164 0.04 0.74 -0.20
H 1.022 -1.203 3.422 -0.24 0.20 -0.34
H 2.164 -1.713 2.226 -0.56 0.18 -0.11
H 2.160 0.365 1.072 -0.06 0.07 0.12
H 2.355 0.614 2.829 -0.51 0.05 -0.91
H 0.690 2.241 1.573 0.12 -0.56 0.25
H 0.161 1.426 3.017 -0.46 0.11 0.64
H -1.892 2.577 1.407 0.03 -0.16 -0.30
H -2.807 1.047 1.126 -0.26 0.53 0.61
H -2.073 1.509 2.759 -0.27 -0.45 0.07
H -1.360 0.508 -0.870 -0.09 0.27 0.21
H -0.473 2.050 -0.383 -0.35 -1.23 -0.17
H 0.379 0.516 -0.656 -0.48 0.16 0.54
H 0.522 -3.756 2.160 -0.10 1.02 0.17
H -0.960 -3.486 1.320 0.24 0.60 0.69
H -0.778 -2.801 2.990 -0.19 -0.31 0.42
H -2.701 -1.484 1.414 -0.77 -0.57 0.05
C -3.832 -0.336 -6.470 0.83 0.26 -1.75
C -3.376 -1.524 -5.672 0.88 -0.33 0.20
C -2.539 -0.994 -4.519 0.76 0.44 0.67
C -2.270 -1.991 -3.359 0.11 0.58 -1.63
C -3.606 -2.528 -2.878 1.37 -0.31 0.71
C -4.417 -3.124 -3.982 -0.84 -0.14 -0.87
N -4.579 -2.143 -5.091 0.51 -0.54 0.31
O -5.277 -2.844 -6.114 -0.56 0.53 -0.48
C -3.889 -4.495 -4.415 0.28 -0.68 -1.51
C -5.825 -3.380 -3.444 0.71 0.08 0.55
C -2.461 -2.430 -6.538 -0.49 -0.24 -0.70
H -4.253 0.432 -5.848 -0.48 0.22 0.28
H -4.502 -0.605 -7.309 0.17 0.10 0.52
H -2.924 0.099 -6.947 -0.53 -0.08 0.22
H -1.572 -0.636 -4.950 -0.67 -0.12 0.29
H -3.038 -0.109 -4.105 0.01 -0.01 0.05
H -1.656 -1.456 -2.634 -0.31 -0.28 0.43
H -1.643 -2.773 -3.789 0.05 -0.30 0.27
H -4.123 -1.720 -2.391 -0.52 0.38 0.27
H -3.461 -3.338 -2.144 0.02 0.36 0.01
H -4.017 -5.244 -3.617 -0.25 0.23 -0.34
H -4.410 -4.792 -5.374 0.21 0.01 1.32
H -2.834 -4.562 -4.712 -0.06 0.44 0.38
H -6.336 -2.447 -3.221 -0.06 0.07 0.08
H -6.411 -3.992 -4.095 -0.39 -0.27 -0.54
H -5.644 -3.951 -2.538 -0.43 -0.06 0.41
H -1.700 -1.955 -7.174 -0.45 0.73 0.31
H -3.057 -3.011 -7.235 -0.20 -0.20 -0.03
H -1.870 -3.114 -5.970 0.14 -0.58 0.70
H -6.048 -2.279 -6.267 0.20 -0.28 -0.01
C 0.692 -1.463 6.447 0.43 0.22 -0.77
C -0.795 -1.333 6.582 0.21 -0.88 -0.54
C -1.140 -0.263 7.618 -0.34 -1.15 -0.35
O -2.545 -0.173 7.754 0.11 0.73 0.76
C -3.122 -1.131 8.610 0.25 -0.34 0.21
N -1.358 -1.174 5.206 1.36 0.06 1.34
H 0.940 -2.203 5.684 -0.01 -0.19 0.18
H 1.235 -1.648 7.362 -0.02 -0.21 0.37
H 1.033 -0.527 6.053 0.64 0.80 -0.28
H -1.084 -2.328 6.909 -0.76 -0.01 0.43
H -0.813 0.705 7.304 0.29 0.72 -0.47
H -0.574 -0.492 8.546 -0.68 0.03 -0.08
H -2.366 -1.579 9.283 -0.42 0.31 -0.06
H -3.531 -1.912 8.006 -0.21 -0.91 -0.38
H -3.979 -0.736 9.165 0.43 0.37 0.06
H -2.320 -0.952 5.300 -1.13 0.33 0.00
H -0.900 -0.347 4.835 -0.19 0.04 -0.48
C 2.461 2.960 -1.028 0.62 0.86 0.08
C 3.489 3.859 -1.853 -1.93 -0.60 0.68
C 4.832 3.188 -1.732 0.24 -1.08 0.15
O 5.775 3.826 -2.505 -0.90 1.66 -0.77
C 7.072 3.405 -2.494 1.68 -0.87 -0.15
N 3.050 3.939 -3.258 0.24 -0.58 0.12
H 2.593 2.984 0.049 0.94 0.09 0.32
H 2.445 1.905 -1.274 0.22 -0.18 -0.55
H 1.452 3.321 -1.033 -0.69 0.38 -0.93
H 3.484 4.881 -1.435 0.29 -0.36 0.29
H 4.738 2.155 -2.129 -0.28 0.07 0.38
H 5.173 3.139 -0.679 -0.25 -0.03 -0.16
H 7.290 2.489 -3.118 -0.52 0.42 0.59
H 7.472 3.223 -1.463 -0.22 0.19 -0.64
H 7.616 4.202 -3.007 0.31 -0.08 0.37
H 3.578 4.631 -3.756 0.56 0.22 -0.16
H 2.084 4.228 -3.365 -0.17 -0.07 0.51
C -4.447 -4.950 2.899 -0.10 -0.63 -1.21
C -4.026 -3.937 1.796 0.32 -0.42 0.20
C -5.049 -4.004 0.630 1.55 0.90 0.81
O -6.292 -3.726 1.162 -0.70 0.25 0.95
C -7.389 -3.821 0.312 -0.87 0.32 0.24
N -3.780 -2.596 2.361 -1.27 0.32 -0.26
H -4.287 -6.008 2.551 0.31 0.88 0.51
H -5.535 -4.894 2.980 0.08 0.24 0.44
H -3.969 -4.722 3.858 -0.04 -0.33 -0.26
H -3.050 -4.169 1.351 -0.18 -0.50 0.08
H -4.956 -4.948 0.116 -0.33 -0.98 0.14
H -4.769 -3.300 -0.137 0.06 0.84 -0.33
H -8.298 -3.574 0.876 0.31 0.55 0.06
H -7.607 -4.845 0.071 0.36 -0.71 -0.86
H -7.294 -3.146 -0.545 -0.08 -0.30 -0.13
H -4.620 -2.189 2.778 -0.27 0.05 -0.36
H -3.172 -2.674 3.156 0.67 -0.27 0.27
C 5.485 -3.178 6.018 0.05 0.32 0.50
C 4.996 -2.465 4.774 -1.18 -0.43 0.25
C 4.086 -3.395 3.907 0.59 -1.14 -0.27
O 4.853 -4.558 3.401 -0.52 1.13 0.77
C 4.134 -5.406 2.521 0.93 -0.83 0.48
N 4.272 -1.214 5.103 -0.33 -0.48 -0.81
H 6.193 -3.971 5.784 -0.13 -0.14 0.03
H 4.639 -3.559 6.609 0.23 -0.08 -0.18
H 5.996 -2.427 6.639 0.01 -0.32 -0.04
H 5.870 -2.125 4.236 0.14 -0.20 -0.66
H 3.728 -2.863 3.030 -0.16 0.23 -0.01
H 3.198 -3.798 4.475 0.75 0.57 -0.22
H 4.888 -5.960 1.934 -0.18 0.08 0.40
H 3.592 -4.854 1.786 -0.85 0.61 -0.44
H 3.491 -6.168 3.032 0.27 0.76 -0.19
H 3.403 -1.343 5.618 0.32 -0.19 0.01
H 4.889 -0.622 5.629 0.05 0.23 0.31
C 3.554 3.319 3.874 -0.03 0.34 -0.55
C 4.545 3.093 2.766 1.98 0.14 -0.08
C 5.772 4.131 2.900 0.07 -1.11 0.95
O 5.453 5.512 2.827 0.20 -0.69 0.36
C 5.135 5.912 1.531 -0.16 0.13 -0.40
N 5.167 1.759 2.896 0.23 0.49 -0.50
H 3.012 4.244 3.695 -0.41 -0.04 0.09
H 4.085 3.452 4.799 0.31 -0.01 0.59
H 2.927 2.441 3.962 -0.57 0.07 0.02
H 4.103 3.159 1.758 -0.01 0.15 0.38
H 6.556 3.795 2.151 -0.72 0.62 0.66
H 6.204 3.998 3.961 -0.59 -0.02 -1.65
H 6.005 5.790 0.870 -0.31 -0.48 -0.23
H 4.951 6.975 1.525 -0.25 0.38 0.26
H 4.212 5.406 1.194 0.48 0.08 -0.36
H 5.027 1.156 2.091 -0.10 0.20 0.46
H 4.896 1.288 3.740 -0.21 -0.28 0.11
```
Forces are in eV/Å.

Summary:
**Kohn-Sham gap**: 8.79 eV
**E_HOMO**: -8.258 eV
**Lowest unoccupied orbital energy**: 0.54 eV

***

2.
Density functional theory data (ωB97M-V/def2-TZVPD) for 2 unconnected molecules or ions with the total composition C2H7N3O.

```
13
Properties=species:S:1:pos:R:3:forces:R:3
H -0.875 1.462 -1.128 0.03 -0.12 -0.42
N -0.536 0.651 -0.620 -1.19 -2.15 -1.77
C -0.527 -0.494 -1.203 0.86 2.01 0.09
C 0.014 -1.698 -0.515 -0.25 -0.13 0.28
H -0.714 -0.584 -2.272 -0.32 -0.09 -0.12
H 1.045 -1.882 -0.837 -0.10 0.03 -0.07
H 0.001 -1.562 0.567 0.00 -0.03 -0.12
H -0.579 -2.568 -0.790 0.05 -0.15 0.04
N 1.012 1.391 1.120 -2.89 0.04 1.02
N -0.410 0.757 1.409 1.32 1.55 1.29
O -1.245 1.532 1.804 1.99 -0.72 -0.74
H 1.115 2.322 1.525 0.48 -0.77 0.02
H 1.700 0.673 0.941 0.04 0.52 0.50
```
Forces are in eV/Å.

Summary:
**Kohn-Sham gap**: 9.13 eV
**SMILES string**: [H]/N=C/C.NN=O
**E_HOMO**: -8.209 eV
**Lowest unoccupied orbital energy**: 0.92 eV